(1)
Density functional theory data (ωB97M-V/def2-TZVPD) for a molecular structure, C3H4CoO3 in a non-equilibrium geometry.

Each line ends with the Löwdin spin population.
CARTESIAN COORDINATES (ANGSTROEM)
O 0.3347 0.8144 -0.7027  0.008
C 0.7026 -0.1593 0.1954  0.027
O 1.2191 -1.1553 -0.3817  0.183
Co 0.9525 -2.9545 0.2142  3.388
O -0.8357 -2.6091 1.3420  0.163
C -1.1505 -2.1022 0.2186  0.188
H -2.2262 -1.7695 0.1560  0.041
C 0.2587 2.1632 -0.3150  0.002
H 1.1286 2.6666 -0.7626  0.000
H 0.2591 2.4518 0.7442  0.000
H -0.6429 2.6539 -0.7084  0.000

Properties
2S+1 = 5
total charge = -1
HOMO level (spin up / spin down) = -0.07800 / -0.11641 Eh
orbital gap (spin up / spin down) = 5.943 / 6.982 eV

---

(2)
Density functional theory data (ωB97M-V/def2-TZVPD) for C6H6 in the gas phase.

Each line ends with the Löwdin charge.
CARTESIAN COORDINATES (ANGSTROEM)
C -1.8970 1.1066 2.0524  0.108
C -0.9626 0.5683 1.5166  -0.155
C 0.1474 -0.0606 0.7955  -0.219
C 0.1037 0.3159 -0.6982  -0.222
C 1.1157 -0.3883 -1.4891  -0.152
C 1.9128 -1.0039 -2.1490  0.107
H -2.7242 1.5832 2.5307  0.024
H 0.0948 -1.1501 0.9001  0.121
H 1.1036 0.2535 1.2293  0.121
H -0.8865 0.0713 -1.0986  0.122
H 0.2235 1.4005 -0.7984  0.122
H 2.6035 -1.5538 -2.7495  0.023

Properties
SMILES string = C#CCCC#C
total charge = 0
HOMO level = -0.36827 Eh
orbital gap = 10.988 eV

---

The records above yield ΔE to the lowest compared entry with this formula, charge and spin values of 78.82; 85.31 kcal/mol, respectively.